{"formula": "C35H49N2OPPtSi3", "method": "ωB97M-V with the def2-TZVPD basis set", "lumo_ev": [-4.7, -7.8], "total_charge": 2, "multiplicity": 5, "homo_energy_ev": [-13.50, -14.43], "s_squared": 6.0230, "species": ["Pt", "C", "Si", "C", "C", "C", "Si", "C", "C", "C", "Si", "C", "C", "C", "C", "C", "C", "C", "N", "H", "H", "H", "H", "H", "H", "H", "H", "H", "H", "H", "H", "H", "H", "H", "H", "H", "H", "H", "H", "H", "H", "H", "H", "H", "H", "H", "H", "C", "C", "C", "O", "H", "H", "H", "H", "H", "H", "N", "P", "C", "C", "C", "C", "C", "C", "C", "C", "C", "C", "C", "C", "C", "C", "C", "C", "C", "C", "H", "H", "H", "H", "H", "H", "H", "H", "H", "H", "H", "H", "H", "H", "H"], "xyz": [[-0.644, -0.339, 0.039], [-4.674, -0.437, -0.314], [-3.881, 0.973, 0.632], [-4.971, 1.395, 2.088], [-3.817, 2.389, -0.587], [-2.146, 0.416, 1.234], [-0.962, 2.048, 1.461], [-0.503, 2.917, -0.134], [-2.013, 3.189, 2.517], [0.576, 1.702, 2.467], [-2.217, -0.774, 2.712], [-3.483, -2.126, 2.533], [-2.417, 0.098, 4.349], [-0.535, -1.698, 2.724], [-0.061, -2.448, 3.793], [1.099, -3.197, 3.659], [1.778, -3.187, 2.447], [1.282, -2.411, 1.418], [0.164, -1.698, 1.570], [-5.721, -0.158, -0.467], [-4.654, -1.402, 0.188], [-4.223, -0.536, -1.305], [-5.921, 1.777, 1.702], [-4.560, 2.160, 2.747], [-5.209, 0.517, 2.693], [-4.850, 2.585, -0.890], [-3.269, 2.113, -1.491], [-3.408, 3.326, -0.211], [-0.566, 3.999, 0.015], [-1.149, 2.671, -0.976], [0.526, 2.678, -0.408], [-2.918, 3.555, 2.037], [-1.354, 4.048, 2.690], [-2.262, 2.760, 3.486], [0.336, 1.335, 3.468], [1.111, 2.649, 2.596], [1.265, 0.998, 2.000], [-4.510, -1.759, 2.549], [-3.366, -2.808, 3.380], [-3.325, -2.699, 1.618], [-3.294, 0.747, 4.341], [-1.549, 0.690, 4.638], [-2.585, -0.652, 5.128], [-0.605, -2.449, 4.729], [1.468, -3.787, 4.488], [2.675, -3.771, 2.296], [1.774, -2.349, 0.455], [-3.244, -3.825, -1.766], [-2.409, -2.591, -1.633], [-2.072, -1.829, -2.876], [-2.054, -2.220, -0.520], [-3.078, -4.329, -2.717], [-4.294, -3.513, -1.738], [-3.066, -4.498, -0.931], [-2.997, -1.522, -3.371], [-1.550, -2.479, -3.581], [-1.463, -0.955, -2.649], [0.951, -0.320, -0.966], [2.425, 0.174, -1.515], [3.290, -1.313, -1.992], [2.567, -2.334, -2.613], [3.229, -3.465, -3.059], [4.606, -3.574, -2.896], [5.326, -2.558, -2.284], [4.670, -1.423, -1.830], [2.166, 1.268, -2.899], [3.269, 1.622, -3.678], [3.097, 2.478, -4.753], [1.832, 2.972, -5.050], [0.736, 2.616, -4.276], [0.898, 1.761, -3.196], [3.296, 0.994, -0.198], [3.805, 0.229, 0.856], [4.415, 0.859, 1.926], [4.515, 2.247, 1.947], [4.010, 3.007, 0.901], [3.400, 2.384, -0.177], [1.496, -2.249, -2.739], [2.675, -4.261, -3.537], [5.119, -4.459, -3.250], [6.396, -2.647, -2.161], [5.233, -0.631, -1.350], [4.254, 1.229, -3.453], [3.946, 2.756, -5.362], [1.701, 3.638, -5.892], [-0.245, 3.005, -4.514], [0.046, 1.489, -2.585], [3.730, -0.853, 0.837], [4.820, 0.273, 2.740], [5.000, 2.736, 2.781], [4.102, 4.084, 0.919], [3.021, 2.975, -1.002]], "forces_ev_per_angstrom": [[-0.571, 0.037, 0.086], [-0.042, 0.030, -0.070], [0.043, -0.023, -0.057], [-0.036, -0.001, 0.028], [-0.033, 0.045, -0.002], [0.167, -0.044, 0.001], [-0.012, -0.070, 0.108], [-0.026, 0.054, 0.019], [0.059, 0.046, -0.017], [0.036, 0.002, 0.040], [0.102, 0.100, 0.057], [-0.014, -0.037, 0.003], [-0.021, -0.061, 0.048], [-0.050, 0.021, -0.205], [0.028, -0.029, 0.023], [0.024, 0.016, -0.061], [-0.035, 0.006, 0.028], [-0.050, -0.011, 0.140], [0.017, 0.100, 0.099], [0.015, -0.024, 0.000], [0.020, 0.004, 0.008], [0.004, -0.013, 0.021], [0.017, -0.014, -0.006], [-0.004, -0.017, -0.015], [0.018, 0.007, -0.005], [0.023, 0.020, -0.001], [-0.004, -0.011, 0.010], [-0.002, -0.017, 0.015], [0.011, -0.020, 0.004], [0.000, 0.010, 0.037], [0.015, -0.003, 0.005], [0.011, -0.010, -0.012], [-0.041, -0.002, 0.023], [-0.011, -0.004, -0.035], [0.012, -0.027, -0.017], [-0.023, -0.009, 0.007], [0.014, 0.003, -0.023], [0.017, 0.011, 0.004], [-0.015, 0.009, -0.005], [-0.008, 0.018, 0.015], [0.018, -0.020, 0.000], [-0.010, 0.011, -0.022], [0.022, 0.022, -0.004], [-0.003, -0.006, -0.017], [-0.001, 0.001, -0.005], [0.002, 0.007, 0.022], [-0.045, -0.034, -0.012], [-0.017, 0.036, 0.033], [-0.009, -0.010, -0.074], [-0.030, 0.016, 0.034], [0.136, -0.038, 0.003], [0.009, -0.003, 0.001], [0.011, 0.000, -0.012], [-0.013, 0.004, -0.006], [0.005, -0.013, 0.006], [0.009, -0.009, 0.015], [-0.012, -0.001, -0.024], [0.233, -0.093, -0.142], [-0.207, -0.066, -0.003], [0.025, 0.069, -0.065], [0.111, -0.065, 0.029], [-0.002, 0.005, 0.004], [-0.023, -0.013, -0.005], [-0.021, 0.018, 0.003], [0.082, 0.016, 0.000], [0.056, -0.001, -0.035], [0.022, -0.006, -0.025], [-0.034, 0.003, 0.000], [0.016, -0.016, 0.010], [0.010, 0.008, -0.004], [-0.001, 0.002, 0.010], [0.090, 0.006, 0.015], [-0.041, 0.027, 0.049], [-0.008, 0.014, 0.001], [-0.010, -0.002, -0.016], [0.021, -0.011, 0.012], [-0.011, 0.007, 0.007], [-0.073, 0.044, -0.013], [0.011, 0.003, -0.002], [0.000, 0.005, 0.005], [-0.001, 0.004, 0.001], [-0.003, -0.017, -0.026], [-0.012, 0.000, -0.007], [0.000, -0.003, 0.006], [0.000, -0.001, 0.002], [0.001, -0.003, 0.000], [0.035, -0.023, -0.042], [0.025, 0.041, -0.002], [-0.003, 0.005, -0.005], [-0.007, -0.002, -0.001], [0.003, -0.003, 0.000], [-0.006, -0.006, 0.004]], "lowdin_spin": [1.517, 0.025, 0.061, 0.008, 0.001, 0.457, 0.117, 0.022, 0.072, -0.003, 0.062, 0.009, 0.020, 0.013, 0.007, -0.008, 0.008, 0.015, 0.206, 0.004, 0.000, 0.000, 0.001, 0.000, 0.000, 0.000, 0.001, 0.000, 0.002, 0.005, 0.001, 0.001, 0.010, 0.000, 0.000, -0.001, -0.001, 0.000, 0.001, 0.000, 0.000, 0.000, 0.003, 0.001, 0.000, 0.002, 0.003, 0.007, 0.007, 0.007, 0.116, 0.001, 0.000, 0.000, 0.000, 0.000, 0.008, 0.952, 0.131, 0.022, 0.007, 0.000, 0.002, 0.002, 0.004, 0.026, 0.004, 0.002, 0.000, 0.001, 0.008, 0.019, 0.006, 0.000, 0.006, 0.001, 0.005, 0.002, 0.000, 0.000, 0.000, 0.000, 0.000, 0.000, 0.000, 0.000, 0.007, 0.000, 0.000, 0.000, 0.000, 0.000]}

{"formula": "C9H20FN2O9", "method": "ωB97M-V with the def2-TZVPD basis set", "lumo_ev": -0.7, "total_charge": -1, "homo_energy_ev": -3.59, "species": ["N", "H", "H", "H", "H", "N", "H", "H", "H", "H", "C", "C", "O", "O", "H", "H", "H", "C", "C", "O", "O", "H", "H", "H", "C", "C", "O", "O", "H", "H", "H", "C", "C", "O", "C", "O", "O", "F", "H", "H", "H"], "xyz": [[-1.232, -0.725, -1.965], [-1.229, -1.712, -1.749], [-0.380, -0.190, -1.879], [-1.886, -0.368, -1.283], [-1.695, -0.378, -2.792], [-5.151, 4.804, -0.221], [-4.889, 4.524, -1.155], [-5.150, 3.969, 0.349], [-6.074, 5.177, -0.390], [-4.483, 5.455, 0.166], [-4.877, 3.781, -7.558], [-4.128, 3.432, -6.295], [-4.662, 2.699, -5.448], [-2.968, 3.853, -6.144], [-4.340, 4.453, -8.227], [-5.865, 4.171, -7.313], [-4.791, 2.846, -8.113], [-3.412, -0.340, 5.399], [-3.261, 0.057, 3.905], [-4.183, -0.132, 3.043], [-2.213, 0.697, 3.675], [-2.892, 0.470, 5.909], [-2.847, -1.265, 5.514], [-4.440, -0.500, 5.725], [6.353, 0.858, -0.377], [5.364, 1.781, -0.956], [5.399, 2.994, -0.624], [4.423, 1.384, -1.699], [6.026, 0.687, 0.649], [7.325, 1.336, -0.494], [6.525, -0.114, -0.839], [4.741, -4.844, 3.956], [5.276, -5.988, 3.178], [4.728, -5.950, 1.915], [3.575, -5.158, 1.977], [2.718, -4.987, 1.136], [3.560, -4.522, 3.180], [4.705, -7.062, 3.751], [5.346, -3.938, 3.930], [4.625, -5.117, 5.005], [6.356, -6.138, 3.158]], "forces_ev_per_angstrom": [[-1.303, 1.361, 0.672], [0.641, -0.551, -0.737], [0.956, -0.297, 0.313], [-0.117, 0.488, 1.115], [-0.014, -0.801, -1.235], [0.019, -0.451, -0.717], [0.847, -0.251, -0.670], [-0.307, -0.512, 0.492], [-0.527, 0.412, 0.733], [0.142, 0.551, 0.041], [0.546, -0.111, -0.553], [1.563, 0.488, 1.043], [-1.893, -1.001, 0.646], [0.944, 0.858, -0.666], [0.074, 0.473, 0.476], [-0.171, -0.515, -0.402], [-1.117, -0.237, -0.128], [0.136, -0.123, -0.946], [-0.858, 1.209, -1.122], [0.348, -0.510, 1.079], [0.452, -0.212, -0.038], [-0.234, -0.259, 0.400], [0.023, -0.049, 0.280], [0.035, 0.107, -0.033], [1.455, -0.895, 0.147], [-3.280, 2.288, -1.472], [1.369, -0.137, 0.754], [0.401, -1.565, -0.178], [0.547, 0.122, 0.231], [0.108, 0.224, 0.832], [-0.752, -0.116, -0.321], [0.178, 1.827, -0.935], [0.488, -0.371, 0.019], [-0.981, 1.296, -1.124], [-1.099, 0.828, -0.529], [2.371, -0.938, 1.605], [-0.165, -0.515, 0.445], [-0.213, -2.112, 1.073], [0.268, -0.113, -0.081], [-0.824, -0.046, -0.260], [-0.059, 0.158, -0.252]], "mulliken_charge": [-0.503, 0.360, 0.381, 0.364, 0.394, -0.516, 0.379, 0.386, 0.372, 0.374, -0.706, 0.518, -0.764, -0.714, 0.263, 0.219, 0.188, -0.716, 0.523, -0.770, -0.706, 0.245, 0.182, 0.245, -0.683, 0.526, -0.732, -0.757, 0.147, 0.224, 0.277, -0.406, 0.291, -0.312, 0.655, -0.521, -0.309, -0.290, 0.300, 0.276, 0.316]}

{"formula": "C5H10O2", "method": "ωB97M-V with the def2-TZVPD basis set", "lumo_ev": 1.0, "smiles": "OC[C@H]1CCCO1", "homo_energy_ev": -9.95, "species": ["O", "C", "C", "C", "C", "C", "O", "H", "H", "H", "H", "H", "H", "H", "H", "H", "H"], "xyz": [[-0.680, 2.100, -0.552], [-0.035, 1.846, 0.668], [0.589, 0.438, 0.544], [-0.402, -0.676, 0.898], [-0.091, -1.728, -0.161], [0.142, -0.853, -1.378], [0.940, 0.218, -0.853], [-0.077, 1.650, -1.179], [-0.782, 1.873, 1.477], [0.714, 2.621, 0.899], [1.526, 0.357, 1.103], [-1.429, -0.299, 0.785], [-0.276, -1.032, 1.924], [-0.872, -2.479, -0.288], [0.854, -2.223, 0.087], [-0.808, -0.467, -1.784], [0.689, -1.347, -2.189]], "forces_ev_per_angstrom": [[-0.041, 0.211, -0.254], [0.126, -0.069, 0.202], [0.013, -0.006, 0.060], [0.006, 0.014, 0.026], [-0.013, -0.137, 0.027], [-0.056, -0.164, 0.015], [0.050, 0.025, 0.118], [-0.417, 0.377, -0.064], [0.222, -0.118, -0.192], [-0.014, -0.217, -0.143], [-0.156, 0.010, 0.054], [0.196, -0.112, -0.012], [0.006, 0.065, -0.155], [0.018, 0.052, -0.030], [-0.145, -0.103, -0.021], [0.187, -0.039, 0.129], [0.017, 0.208, 0.240]], "mulliken_charge": [-0.554, -0.658, 0.290, -0.767, -0.575, -0.363, -0.556, 0.372, 0.343, 0.271, 0.369, 0.300, 0.341, 0.351, 0.268, 0.250, 0.318]}

{"formula": "C3H19NO7", "method": "ωB97M-V with the def2-TZVPD basis set", "lumo_ev": -0.3, "smiles": "NCCC=O.O.O.O.O.O.O", "homo_energy_ev": -9.20, "species": ["N", "C", "C", "C", "O", "H", "H", "H", "H", "H", "H", "H", "O", "H", "H", "O", "H", "H", "O", "H", "H", "O", "H", "H", "O", "H", "H", "O", "H", "H"], "xyz": [[1.980, 1.797, -0.201], [2.099, 0.306, -0.112], [1.117, -0.482, -0.964], [1.214, -0.425, -2.423], [1.349, 0.636, -3.013], [1.141, 1.951, -0.749], [2.769, 2.129, -0.739], [3.132, 0.090, -0.399], [1.954, 0.078, 0.943], [0.114, -0.190, -0.579], [1.149, -1.528, -0.588], [1.130, -1.260, -3.147], [-2.788, 0.875, 1.857], [-2.719, 1.431, 2.635], [-2.995, 1.555, 1.193], [-0.804, -1.422, 1.347], [-1.429, -0.680, 1.250], [-1.174, -2.124, 0.769], [1.344, 3.120, 2.191], [0.583, 3.079, 1.613], [2.026, 2.544, 1.897], [1.398, -1.611, 2.850], [0.917, -2.425, 3.062], [0.700, -1.194, 2.308], [-2.360, -2.443, -0.538], [-3.317, -2.339, -0.524], [-2.014, -1.996, -1.327], [-2.696, -0.184, -2.166], [-2.839, -0.554, -3.046], [-2.971, 0.738, -2.195]], "forces_ev_per_angstrom": [[-0.226, -1.114, -0.392], [0.850, 1.280, -0.107], [-0.746, -1.570, 2.220], [0.011, 1.752, -2.110], [0.069, -0.109, 0.465], [0.233, 0.547, -0.124], [-0.249, 0.264, -0.243], [-0.104, -0.417, 0.240], [0.035, -0.604, -0.176], [0.242, 0.031, -0.789], [0.161, 0.387, -0.410], [-0.031, -0.700, 1.000], [-0.172, 0.708, -0.668], [0.199, -0.201, 0.586], [0.041, -0.551, -0.007], [-0.478, 0.173, -0.289], [0.135, -0.392, 0.266], [0.050, 0.611, 0.396], [-0.951, 1.455, 1.749], [0.434, -0.394, -0.363], [0.355, -0.774, -1.080], [-0.444, -0.185, -0.067], [0.419, 0.087, 0.179], [0.330, -0.059, 0.103], [0.252, -0.552, -0.413], [0.147, 0.195, -0.185], [-0.557, 0.030, 0.481], [0.015, -0.172, -0.114], [-0.061, 0.372, 0.048], [0.042, -0.096, -0.196]], "mulliken_charge": [-0.546, -0.437, 0.055, -0.205, -0.501, 0.211, 0.223, 0.411, -0.010, 0.032, 0.340, 0.431, -0.634, 0.310, 0.298, -0.527, 0.281, 0.288, -0.640, 0.292, 0.337, -0.665, 0.273, 0.400, -0.639, 0.294, 0.336, -0.576, 0.303, 0.265]}

{"formula": "C9H11N2P", "method": "ωB97M-V with the def2-TZVPD basis set", "lumo_ev": [0.7, -2.5], "multiplicity": 3, "homo_energy_ev": [-4.90, -8.34], "s_squared": 2.0139, "species": ["C", "C", "C", "C", "C", "C", "C", "C", "C", "N", "N", "P", "H", "H", "H", "H", "H", "H", "H", "H", "H", "H", "H"], "xyz": [[-1.800, -0.469, -0.970], [-1.762, 0.850, -0.555], [-0.696, -1.324, -0.711], [-0.692, 1.408, 0.055], [0.473, -0.770, -0.086], [0.460, 0.598, 0.370], [2.539, -1.343, 0.622], [-0.919, -2.709, -1.260], [-0.662, 2.867, 0.400], [1.632, -1.486, -0.243], [1.516, 1.205, 0.958], [2.714, 0.099, 1.821], [-2.775, -0.783, -1.309], [-2.628, 1.445, -0.802], [3.520, -1.780, 0.437], [0.071, -3.173, -1.416], [-1.295, -3.454, -0.671], [-1.438, -2.715, -2.308], [-1.644, 3.375, 0.122], [-0.538, 2.995, 1.552], [0.305, 3.393, 0.156], [1.708, 2.191, 0.899], [1.911, -0.420, 2.939]], "forces_ev_per_angstrom": [[1.998, -1.779, 1.579], [-0.589, 1.567, -0.262], [-3.645, 1.279, -0.955], [1.072, 0.425, 0.239], [1.614, -2.569, -1.739], [-1.403, 2.448, -0.278], [4.872, 2.166, 3.775], [2.740, 0.721, -3.383], [0.021, 0.905, 2.518], [-5.315, -0.110, -1.843], [0.913, -2.542, 0.903], [-0.384, -0.861, -0.836], [0.272, -0.645, -0.540], [-0.025, 0.359, 0.158], [-0.166, -0.241, 0.034], [-0.063, 0.409, -0.455], [-1.883, -1.368, 2.052], [0.794, 0.167, 2.082], [1.735, -0.391, 0.081], [-0.707, -0.432, -1.536], [-1.302, -0.244, -0.854], [-0.465, 0.021, 0.169], [-0.083, 0.715, -0.910]], "lowdin_spin": [0.146, 0.138, 0.048, 0.048, 0.226, 0.242, 0.427, 0.003, -0.003, 0.225, 0.271, 0.130, 0.006, 0.008, 0.032, 0.001, 0.001, 0.000, 0.000, -0.001, 0.001, 0.009, 0.041]}

Energy list, top to bottom, in eV: -78272.8526 -33777.8393 -9441.5433 -19240.9516 -21775.6414
Relative energy (zero: lowest compared OMol25 entry of this formula, charge and spin) list, top to bottom, in eV: 0.152 7.474 1.500 1.956 0.000